(1)
Density functional theory data (wB97M-V/def2-TZVPD) for the molecule CH4N3P.

Geometry (Å):
C  0.498  1.020  -0.044
N  1.100  0.288  0.985
N  0.677  -1.299  0.751
N  -0.282  -1.335  -0.094
P  -0.949  0.116  -0.837
H  0.193  2.008  0.320
H  1.232  1.181  -0.861
H  -0.555  -2.259  -0.411
H  -1.915  0.280  0.191

Computed properties:
Maximum force, hartree/bohr: 0.134
SMILES: C1N=NNP1
HOMO level (alpha / beta), hartree: -0.3232 / -0.2926
LUMO (alpha / beta), eV: 0.4 / 0.0

(2)
Density functional theory data (wB97M-V/def2-TZVPD) for a structure of composition C5H12O.

Geometry (Å):
C  1.836  -0.252  -0.231
O  0.720  0.612  -0.027
C  -0.739  0.105  0.241
C  -0.152  1.250  -1.335
C  -0.850  -1.358  -0.092
C  -0.972  0.384  1.702
H  2.624  0.348  -0.697
H  1.587  -1.098  -0.880
H  2.187  -0.620  0.737
H  0.784  1.543  -1.858
H  -0.739  0.620  -2.003
H  -0.698  2.140  -1.041
H  -0.673  -1.578  -1.154
H  -0.191  -2.018  0.505
H  -1.880  -1.665  0.122
H  -0.273  -0.171  2.358
H  -0.873  1.450  1.937
H  -1.990  0.080  1.975

Computed properties:
Maximum force, hartree/bohr: 0.010
HOMO level, hartree: -0.2360
LUMO, eV: 0.9

(3)
Density functional theory data (wB97M-V/def2-TZVPD) for a structure of composition C7H18GaYb.

Geometry (Å):
C  -3.063  -0.613  -1.390
C  -2.238  -1.426  -0.384
Ga  -1.678  -0.235  1.174
C  0.211  -0.814  1.834
C  1.205  0.190  1.291
C  1.301  0.159  -0.265
C  2.763  -0.021  -0.656
C  0.766  1.465  -0.912
H  -4.049  -0.397  -0.976
H  -3.226  -1.153  -2.328
H  -2.608  0.355  -1.623
H  -2.871  -2.182  0.080
H  -1.403  -1.932  -0.879
H  -1.514  1.293  0.652
H  -2.682  -0.337  2.393
H  0.183  -0.775  2.923
H  0.505  -1.831  1.565
H  0.873  1.189  1.617
H  2.240  0.040  1.740
H  0.727  -0.675  -0.665
H  3.016  1.014  -0.794
H  3.019  -0.532  -1.580
H  3.364  -0.471  0.142
H  -0.026  1.295  -1.637
H  1.557  2.011  -1.491
H  0.337  2.141  -0.171
Yb  3.292  2.241  0.341

Computed properties:
Maximum force, hartree/bohr: 0.074
Net charge: +1
HOMO level, hartree: -0.3588
LUMO, eV: -6.9

(4)
Density functional theory data (wB97M-V/def2-TZVPD) for a cluster of 2 separate species, C24H43BrF9N2O4S in total.

Geometry (Å):
C  3.292  -5.530  -1.217
C  3.313  -3.919  -1.393
O  4.235  -3.609  -2.466
C  5.274  -2.714  -2.047
C  4.891  -1.161  -2.307
O  4.129  -0.704  -1.156
C  4.036  0.716  -1.107
N  2.875  1.298  -1.862
C  1.980  2.193  -1.025
C  0.988  2.913  -2.092
C  -0.533  2.440  -1.960
C  -1.082  1.639  -3.209
F  -0.323  0.485  -3.519
F  -0.927  2.504  -4.337
C  -2.649  1.368  -3.079
F  -3.161  1.382  -4.406
F  -3.355  2.348  -2.378
C  -3.048  -0.054  -2.476
F  -2.825  -1.084  -3.404
F  -4.455  -0.018  -2.294
C  -2.437  -0.386  -1.043
F  -1.114  -0.837  -1.090
F  -2.627  0.645  -0.103
F  -3.186  -1.472  -0.538
C  2.783  3.242  -0.128
C  2.052  3.661  1.227
Br  0.083  3.865  1.086
C  2.627  5.106  1.704
C  1.838  5.470  3.078
N  4.171  2.765  0.269
C  4.145  1.263  0.407
S  5.804  0.709  1.092
C  5.587  -0.612  2.360
O  6.703  0.143  0.016
O  6.558  1.839  1.740
H  3.846  -6.002  -2.086
H  3.877  -5.819  -0.272
H  2.237  -5.921  -1.084
H  2.276  -3.583  -1.755
H  3.596  -3.479  -0.385
H  6.209  -2.892  -2.680
H  5.544  -2.776  -0.946
H  5.880  -0.625  -2.465
H  4.222  -1.040  -3.229
H  4.984  1.115  -1.622
H  2.313  0.575  -2.361
H  3.248  1.906  -2.620
H  1.371  1.477  -0.367
H  1.033  4.031  -1.876
H  1.367  2.791  -3.166
H  -0.630  1.867  -0.985
H  -1.158  3.391  -1.822
H  2.972  4.175  -0.768
H  2.253  2.947  2.091
H  2.403  5.872  0.898
H  3.758  5.067  1.867
H  1.432  4.532  3.589
H  2.554  5.945  3.828
H  0.971  6.136  2.788
H  4.397  3.085  1.225
H  3.276  0.893  1.044
H  6.587  -1.055  2.662
H  5.083  -0.133  3.272
H  4.922  -1.422  1.890
C  -7.234  -4.122  3.785
C  -7.324  -2.608  3.646
C  -7.969  -2.156  2.335
C  -7.224  -2.561  1.062
C  -5.776  -2.080  0.970
C  -5.643  -0.563  0.961
H  -6.597  -4.562  3.014
H  -6.808  -4.387  4.757
H  -8.226  -4.579  3.717
H  -6.326  -2.170  3.752
H  -7.919  -2.218  4.478
H  -8.085  -1.067  2.360
H  -8.986  -2.562  2.284
H  -7.781  -2.176  0.200
H  -7.238  -3.652  0.964
H  -5.340  -2.471  0.045
H  -5.181  -2.496  1.789
H  -6.203  -0.127  0.129
H  -4.596  -0.279  0.849
H  -6.007  -0.121  1.892

Computed properties:
Maximum force, hartree/bohr: 0.130
Net charge: +1
HOMO level, hartree: -0.4493
LUMO, eV: -3.0

(5)
Density functional theory data (wB97M-V/def2-TZVPD) for a cluster of 8 separate species, C28H66BrIN8O13P2S in total.

Geometry (Å):
C  4.884  7.500  -3.052
C  4.773  5.862  -3.294
C  4.415  5.165  -1.853
C  2.883  4.544  -1.909
O  1.855  5.502  -1.425
C  0.563  4.739  -1.433
I  0.371  3.911  0.630
O  -0.488  5.719  -1.747
C  -1.570  5.095  -2.576
O  -1.886  3.731  -2.038
C  -2.913  6.001  -2.321
N  -2.901  7.343  -3.084
P  -4.569  5.041  -2.530
O  -5.823  6.176  -3.063
Br  -4.472  3.490  -4.182
P  -0.924  5.086  -4.372
O  -2.115  5.442  -5.591
O  -0.156  3.575  -4.855
S  0.466  6.475  -4.533
H  3.875  7.972  -3.466
H  5.020  7.790  -1.917
H  5.818  7.853  -3.682
H  5.768  5.414  -3.751
H  3.928  5.721  -4.116
H  5.139  4.243  -1.658
H  4.575  5.897  -0.925
H  2.824  3.570  -1.259
H  2.715  4.221  -3.043
H  0.710  3.898  -2.244
H  -2.194  3.862  -1.073
H  -2.880  6.320  -1.171
H  -3.675  7.886  -2.595
H  -3.255  7.220  -4.058
H  -6.678  5.637  -3.214
H  -1.764  6.196  -6.182
H  -0.031  2.965  -4.070
C  2.740  -0.130  -0.436
C  2.512  0.687  -1.677
O  1.956  1.782  -1.648
N  2.947  0.176  -2.866
C  3.616  -1.081  -3.105
H  2.343  0.403  0.432
H  2.222  -1.089  -0.519
H  3.812  -0.288  -0.284
H  2.759  0.781  -3.658
H  4.583  -0.868  -3.566
H  3.006  -1.663  -3.800
H  3.769  -1.653  -2.189
C  1.366  -4.214  0.017
C  1.986  -3.971  -1.331
O  2.270  -2.844  -1.729
N  2.233  -5.055  -2.124
C  1.973  -6.446  -1.838
H  1.229  -3.260  0.534
H  0.388  -4.687  -0.101
H  2.024  -4.843  0.623
H  2.650  -4.815  -3.016
H  2.922  -6.985  -1.889
H  1.299  -6.830  -2.607
H  1.525  -6.593  -0.855
C  -1.803  -9.636  -1.278
C  -1.292  -8.224  -1.213
O  -0.101  -7.951  -1.341
N  -2.199  -7.226  -1.003
C  -3.628  -7.342  -0.830
H  -0.967  -10.321  -1.448
H  -2.281  -9.905  -0.332
H  -2.510  -9.740  -2.105
H  -1.783  -6.302  -0.972
H  -4.113  -6.758  -1.616
H  -3.887  -6.921  0.144
H  -3.972  -8.376  -0.882
C  3.525  -2.322  3.696
C  2.065  -2.302  4.059
O  1.427  -3.332  4.260
N  1.450  -1.089  4.161
C  2.023  0.221  3.964
H  3.877  -3.356  3.651
H  3.672  -1.863  2.714
H  4.105  -1.791  4.455
H  0.469  -1.154  4.408
H  1.900  0.788  4.890
H  1.470  0.717  3.163
H  3.081  0.179  3.702
C  -3.394  0.883  2.238
C  -3.068  1.574  3.533
O  -2.191  1.167  4.291
N  -3.784  2.690  3.858
C  -4.844  3.319  3.107
H  -2.744  0.012  2.114
H  -4.432  0.541  2.248
H  -3.225  1.563  1.399
H  -3.510  3.101  4.743
H  -4.542  4.346  2.889
H  -5.741  3.332  3.732
H  -5.060  2.798  2.173
C  -7.520  6.834  4.878
C  -7.653  5.511  5.581
O  -8.156  4.530  5.041
N  -7.192  5.422  6.863
C  -6.575  6.453  7.662
H  -7.929  6.754  3.867
H  -8.080  7.602  5.417
H  -6.465  7.113  4.802
H  -7.315  4.503  7.272
H  -5.579  6.108  7.951
H  -7.180  6.594  8.561
H  -6.491  7.401  7.129
C  4.862  -9.861  0.981
C  4.634  -9.044  -0.261
O  4.078  -7.949  -0.232
N  5.068  -9.555  -1.449
C  5.737  -10.812  -1.688
H  4.464  -9.328  1.848
H  4.344  -10.820  0.897
H  5.933  -10.019  1.133
H  4.881  -8.950  -2.241
H  6.705  -10.599  -2.149
H  5.128  -11.394  -2.383
H  5.890  -11.384  -0.772

Computed properties:
Maximum force, hartree/bohr: 0.088
SMILES: CCCCO[C@@H](I)O[C@@](O)([C@@H](N)P(O)Br)P(O)(O)=S.CNC(C)=O.CNC(C)=O.CNC(C)=O.CNC(C)=O.CNC(C)=O.CNC(C)=O.CNC(C)=O
HOMO level, hartree: -0.3091
LUMO, eV: 0.2

(6)
Density functional theory data (wB97M-V/def2-TZVPD) for the molecule C4H10O.

Geometry (Å):
C  -1.955  0.188  0.035
C  -0.585  0.198  -0.636
C  0.539  -0.219  0.313
C  1.879  -0.344  -0.396
O  0.677  0.767  1.338
H  -1.906  0.707  0.999
H  -2.303  -0.837  0.215
H  -2.709  0.693  -0.577
H  -0.585  -0.465  -1.512
H  -0.349  1.207  -0.997
H  0.280  -1.190  0.765
H  1.834  -1.088  -1.199
H  2.162  0.621  -0.829
H  2.659  -0.639  0.312
H  0.363  0.400  2.169

Computed properties:
Maximum force, hartree/bohr: 0.007
SMILES: CC[C@@H](C)O
HOMO level, hartree: -0.3758
LUMO, eV: 1.0

(7)
Density functional theory data (wB97M-V/def2-TZVPD) for the molecule H2N2O3.

Geometry (Å):
N  -0.675  0.486  -0.005
N  0.427  -0.167  -0.002
O  0.839  -1.344  0.002
O  -1.784  -0.328  0.000
O  1.444  0.781  -0.005
H  -2.538  0.279  -0.017
H  2.288  0.292  0.027

Computed properties:
Maximum force, hartree/bohr: 0.039
SMILES: [O-]/[N+](O)=N\O
HOMO level, hartree: -0.3618
LUMO, eV: 0.9

(8)
Density functional theory data (wB97M-V/def2-TZVPD) for a structure of composition C10H14O2Si.

Geometry (Å):
C  -3.134  0.344  -0.551
C  -2.238  1.163  -1.215
C  -2.684  -0.508  0.444
C  -0.892  1.125  -0.891
C  -1.343  -0.541  0.778
C  -0.436  0.278  0.114
C  1.832  -0.403  -0.403
C  1.388  2.314  1.699
C  1.453  0.787  1.750
C  1.007  0.195  0.448
O  1.436  -0.935  -1.608
O  -0.338  -3.213  -0.915
Si  1.015  -3.216  -1.587
H  -4.181  0.370  -0.812
H  -2.582  1.832  -1.990
H  -3.377  -1.159  0.955
H  -0.190  1.766  -1.409
H  -0.987  -1.222  1.535
H  2.886  -0.553  -0.222
H  1.710  2.740  2.645
H  0.373  2.645  1.495
H  2.038  2.691  0.912
H  0.795  0.430  2.546
H  2.471  0.466  1.971
H  1.202  -3.181  -3.033
H  0.500  -0.708  -1.739
H  2.276  -3.508  -0.916

Computed properties:
Maximum force, hartree/bohr: 0.021
HOMO level, hartree: -0.3319
LUMO, eV: 0.8

(9)
Density functional theory data (wB97M-V/def2-TZVPD) for a cluster of 3 separate species, C4H10ClN2 in total.

Geometry (Å):
C  2.001  0.174  -0.142
C  3.029  1.176  -0.272
C  -2.327  1.961  0.450
C  -1.978  0.790  -0.068
N  1.273  -0.714  -0.133
N  -0.672  -2.677  0.187
Cl  -2.946  -0.677  -0.183
H  2.813  2.259  0.141
H  4.053  0.733  0.159
H  3.081  1.462  -1.354
H  -3.321  2.104  0.919
H  -1.757  2.881  0.466
H  -1.064  0.547  -0.718
H  0.123  -1.906  -0.047
H  -0.703  -3.254  -0.629
H  -0.175  -2.911  1.037
H  -1.429  -1.950  0.188

Computed properties:
Maximum force, hartree/bohr: 0.092
Net charge: +1
HOMO level, hartree: -0.4962
LUMO, eV: -2.8

(10)
Density functional theory data (wB97M-V/def2-TZVPD) for a cluster of 10 separate species, C33H67N3O21 in total.

Geometry (Å):
C  -0.324  -2.346  -2.981
O  0.168  -1.490  -1.984
C  -0.832  -1.117  -1.065
C  -0.255  -0.264  0.046
O  0.227  -1.177  1.043
C  0.869  -0.539  2.152
C  -0.137  0.101  3.091
O  -0.452  1.393  2.627
C  -1.140  2.195  3.558
H  -0.575  -3.342  -2.614
H  0.385  -2.372  -3.808
H  -1.204  -1.965  -3.522
H  -1.335  -2.001  -0.663
H  -1.615  -0.520  -1.554
H  -1.040  0.324  0.533
H  0.493  0.484  -0.234
H  1.550  0.242  1.795
H  1.588  -1.277  2.505
H  0.289  0.141  4.102
H  -1.047  -0.504  3.188
H  -0.430  2.684  4.233
H  -1.757  1.576  4.223
H  -1.799  2.861  3.007
C  2.689  -2.656  -6.352
O  4.050  -2.273  -6.227
C  4.230  -0.905  -6.001
C  3.970  -0.090  -7.244
O  2.664  0.467  -7.318
C  2.347  0.944  -8.599
C  0.952  1.522  -8.567
O  0.772  2.171  -9.817
C  -0.485  2.843  -9.887
H  2.239  -2.198  -7.237
H  2.185  -2.246  -5.466
H  2.528  -3.730  -6.356
H  5.281  -0.704  -5.780
H  3.708  -0.488  -5.131
H  4.158  -0.720  -8.122
H  4.655  0.770  -7.310
H  2.460  0.224  -9.420
H  3.066  1.726  -8.886
H  0.799  2.223  -7.738
H  0.147  0.781  -8.500
H  -0.397  3.745  -9.277
H  -1.272  2.163  -9.556
H  -0.635  3.143  -10.920
C  -2.737  5.493  11.373
O  -2.404  5.468  10.005
C  -2.006  4.326  9.480
O  -2.000  3.259  10.026
O  -1.602  4.539  8.228
C  -1.326  3.324  7.509
H  -2.128  4.785  11.938
H  -3.797  5.283  11.513
H  -2.538  6.454  11.845
H  -2.030  2.527  7.689
H  -0.274  3.054  7.649
H  -1.240  3.715  6.491
C  3.009  -3.069  -0.149
O  2.431  -3.511  -1.361
C  2.808  -4.639  -1.906
O  3.621  -5.398  -1.451
O  2.179  -4.767  -3.074
C  2.331  -5.983  -3.757
H  3.076  -3.686  0.741
H  2.502  -2.139  0.094
H  4.047  -2.815  -0.389
H  3.380  -6.222  -3.950
H  1.827  -5.938  -4.720
H  1.881  -6.801  -3.187
C  -0.796  -0.024  -6.071
O  -1.505  -0.832  -7.011
C  -1.169  -2.107  -7.072
O  -0.223  -2.612  -6.534
O  -2.086  -2.715  -7.826
C  -2.068  -4.107  -7.987
H  -0.651  0.978  -6.453
H  0.191  -0.490  -6.010
H  -1.161  -0.017  -5.045
H  -2.452  -4.657  -7.127
H  -1.042  -4.464  -8.135
H  -2.587  -4.433  -8.884
C  3.617  2.220  2.336
O  2.864  1.602  3.374
C  3.383  1.484  4.566
O  4.438  1.942  4.928
O  2.554  0.768  5.326
C  2.942  0.598  6.672
H  3.010  2.126  1.439
H  4.545  1.697  2.098
H  3.831  3.259  2.562
H  2.697  -0.380  7.084
H  2.501  1.285  7.398
H  4.020  0.735  6.748
C  -4.898  0.427  7.027
O  -5.501  1.123  5.934
C  -4.996  2.332  5.682
O  -4.024  2.838  6.175
O  -5.675  2.838  4.651
C  -5.160  3.981  3.996
H  -3.900  0.066  6.781
H  -5.576  -0.417  7.165
H  -4.889  0.987  7.961
H  -5.125  4.859  4.643
H  -5.914  4.195  3.239
H  -4.181  3.816  3.550
C  -0.601  5.675  0.828
C  0.763  5.342  1.223
N  1.819  5.072  1.576
H  -0.759  5.344  -0.195
H  -0.815  6.738  0.921
H  -1.249  5.187  1.558
C  -3.280  -4.223  2.406
C  -3.343  -3.969  0.968
N  -3.381  -3.798  -0.166
H  -4.189  -4.236  3.007
H  -2.792  -3.403  2.940
H  -2.709  -5.147  2.470
C  1.033  -4.121  2.347
C  0.265  -4.045  3.598
N  -0.394  -4.025  4.539
H  1.593  -5.049  2.228
H  1.896  -3.462  2.450
H  0.384  -3.840  1.523

Computed properties:
Maximum force, hartree/bohr: 0.046
SMILES: COC(=O)OC.COC(=O)OC.COC(=O)OC.COC(=O)OC.COC(=O)OC.COCCOCCOC.COCCOCCOC.CC#N.CC#N.CC#N
HOMO level, hartree: -0.3448
LUMO, eV: 0.2

(11)
Density functional theory data (wB97M-V/def2-TZVPD) for the molecule C4H6N4.

Geometry (Å):
C  1.555  0.435  0.114
C  0.063  0.011  -0.061
C  -0.927  0.988  -0.146
C  -2.180  0.493  -0.001
H  1.944  -1.530  0.745
H  1.971  -1.174  -0.949
H  1.724  1.296  -0.765
H  1.712  0.838  1.307
H  -0.760  2.144  -0.383
H  -3.229  1.090  0.197
N  2.366  -0.809  -0.019
N  -2.437  -0.797  0.168
N  -1.515  -1.656  -0.116
N  -0.286  -1.330  -0.091

Computed properties:
Maximum force, hartree/bohr: 0.094
SMILES: NCc1ccnnn1
HOMO level, hartree: -0.3531
LUMO, eV: 0.0

Q: Look up the maximum force of the fifth one.
A: 0.088 hartree/bohr

Q: Which value of maximum force does entry 5 give?
A: 0.088 hartree/bohr